Formula: C14H36BaF6O10
Source: the Open Molecules 2025 dataset
Level of theory: ωB97M-V/def2-TZVPD

Results
- largest force on an atom (eV/Å) = 4.00
- 2S+1 = 1
- charge = 0
- frontier orbital gap (eV) = 2.707
- LUMO energy (eV) = -3.517
- HOMO energy (eV) = -6.224
- E_tot (eV) = -52564.091

Atoms and positions in Å:
Ba (6.4391, 38.8456, -1.2123)
C (1.8669, 42.1657, -4.9946)
O (2.4761, 41.5969, -6.1788)
O (2.6347, 41.6365, -3.9295)
C (1.6816, 43.7651, -5.1553)
F (2.8563, 44.3431, -5.4707)
F (0.8408, 44.0588, -6.1443)
F (1.0854, 44.4172, -4.1421)
C (1.6317, 41.4629, -7.3506)
C (2.5809, 40.7927, -8.3942)
H (2.8008, 39.7846, -8.0426)
H (2.1371, 40.7461, -9.3887)
H (3.4657, 41.4264, -8.4548)
H (1.3163, 42.4334, -7.7334)
H (0.6976, 40.9112, -7.2445)
H (0.8675, 41.7361, -4.9268)
C (10.6187, 41.0386, 3.9255)
O (11.1821, 40.0193, 4.7173)
O (9.4502, 40.4308, 3.4786)
C (10.4830, 42.4567, 4.6057)
F (11.6143, 43.1964, 4.7117)
F (9.6980, 43.2977, 3.9622)
F (9.9433, 42.3925, 5.8759)
C (12.3636, 40.3321, 5.4481)
C (12.9327, 39.0051, 5.9356)
H (13.8546, 39.2912, 6.4419)
H (12.2197, 38.5058, 6.5916)
H (13.2076, 38.3843, 5.0829)
H (12.2406, 40.9913, 6.3074)
H (13.1567, 40.6885, 4.7908)
H (11.2624, 41.1552, 3.0536)
C (7.8263, 40.0130, -6.7860)
O (6.8343, 39.6502, -5.8080)
H (8.8016, 39.6300, -6.4855)
H (7.6279, 39.5919, -7.7716)
H (7.8649, 41.0993, -6.8665)
H (6.0168, 40.1102, -6.0123)
C (3.0103, 35.6412, -4.1847)
O (3.8204, 35.4425, -3.0946)
H (2.7810, 36.6969, -4.3301)
H (3.5771, 35.2745, -5.0405)
H (2.0782, 35.0906, -4.0578)
H (3.7644, 34.5223, -2.8270)
C (11.9282, 37.4409, -2.1551)
O (10.6170, 37.2663, -2.6414)
H (12.0437, 38.2212, -1.4029)
H (12.3214, 36.5212, -1.7219)
H (12.6504, 37.5828, -2.9591)
H (10.6483, 36.7014, -3.4170)
C (1.9667, 37.1019, 2.1862)
O (3.1950, 37.7685, 2.1358)
H (1.5963, 36.8289, 1.1981)
H (1.9289, 36.2806, 2.9019)
H (1.1837, 37.7675, 2.5496)
H (3.4365, 38.1898, 2.9639)
C (8.3080, 44.0809, -2.4227)
O (8.9065, 42.7970, -2.2337)
H (8.6126, 44.3815, -3.4251)
H (7.2269, 44.1029, -2.5595)
H (8.5220, 44.8607, -1.6917)
H (9.8649, 42.8243, -2.1851)
C (8.6030, 33.9123, 0.3590)
O (8.2579, 35.1921, 0.9188)
H (9.6318, 33.9908, 0.0074)
H (8.4860, 33.0917, 1.0668)
H (8.0373, 33.6151, -0.5241)
H (8.7217, 35.2652, 1.7562)

Forces on atoms 1 to 2 (eV/Å):
Ba 0.04 0.31 -0.05
C 2.03 -2.16 2.69